{
  "formula": "C42H41NO3P2PtS",
  "method": "ωB97M-V with the def2-TZVPD basis set",
  "species": ["Pt", "C", "C", "C", "C", "C", "C", "C", "C", "C", "H", "H", "H", "H", "H", "H", "H", "H", "H", "H", "H", "H", "H", "H", "H", "P", "P", "C", "C", "C", "C", "C", "C", "C", "C", "C", "C", "C", "C", "C", "C", "C", "C", "C", "C", "C", "C", "C", "C", "C", "C", "C", "C", "H", "H", "H", "H", "H", "H", "H", "H", "H", "H", "H", "H", "H", "H", "H", "H", "H", "H", "H", "H", "H", "H", "O", "C", "N", "S", "O", "O", "C", "C", "C", "C", "C", "C", "H", "H", "H", "H"],
  "positions_angstrom": [[-0.511, 1.123, -1.384], [-1.831, 1.019, -2.889], [-1.652, -0.481, -2.881], [-0.670, -0.965, -3.940], [0.603, -0.087, -3.999], [0.947, 0.790, -2.825], [0.680, 2.229, -2.649], [-0.292, 2.979, -3.473], [-1.396, 2.005, -3.949], [1.873, 0.619, 1.210], [-2.818, 1.301, -2.521], [-2.588, -1.066, -2.814], [-1.194, -0.921, -4.910], [-0.423, -2.018, -3.760], [1.417, -0.817, -4.065], [0.618, 0.473, -4.933], [1.966, 0.512, -2.517], [1.491, 2.730, -2.169], [0.193, 3.520, -4.281], [-0.687, 3.778, -2.825], [-2.275, 2.640, -4.104], [-1.136, 1.483, -4.868], [1.038, 1.237, 0.810], [2.620, 1.187, 1.791], [1.446, -0.166, 1.837], [-1.251, -1.038, -0.982], [2.619, -0.076, -0.247], [0.356, -1.829, -1.273], [1.638, -1.391, -1.073], [-2.225, -2.299, -0.111], [-2.199, -3.643, -0.542], [-2.927, -4.613, 0.154], [-3.728, -4.246, 1.248], [-3.748, -2.916, 1.703], [-2.958, -1.981, 1.044], [-2.884, 0.443, -0.342], [-2.528, 1.761, -0.113], [-3.517, 2.768, -0.153], [-4.833, 2.403, -0.425], [-5.184, 1.059, -0.627], [-4.179, 0.058, -0.649], [3.844, -1.114, 0.508], [3.392, -2.204, 1.261], [4.335, -3.064, 1.814], [5.698, -2.778, 1.654], [6.128, -1.649, 0.946], [5.189, -0.790, 0.380], [3.395, 1.464, -0.897], [3.031, 2.744, -0.412], [3.538, 3.905, -0.998], [4.430, 3.820, -2.071], [4.842, 2.568, -2.527], [4.346, 1.404, -1.936], [0.246, -2.865, -1.646], [2.376, -2.170, -1.382], [-1.603, -3.891, -1.418], [-2.877, -5.660, -0.181], [-4.340, -4.994, 1.750], [-4.383, -2.606, 2.545], [-2.940, -0.963, 1.423], [-1.455, 2.124, -0.021], [-3.190, 3.797, 0.013], [-5.602, 3.178, -0.443], [-6.235, 0.777, -0.729], [-4.456, -0.980, -0.876], [2.319, -2.369, 1.387], [3.989, -3.947, 2.353], [6.428, -3.445, 2.109], [7.189, -1.438, 0.826], [5.491, 0.098, -0.174], [2.333, 2.856, 0.417], [3.223, 4.878, -0.615], [4.800, 4.735, -2.543], [5.576, 2.504, -3.334], [4.709, 0.441, -2.285], [-0.081, -1.938, 2.282], [-0.651, -0.930, 2.750], [-1.102, 0.129, 2.006], [-1.786, 1.359, 2.852], [-1.014, 2.573, 2.748], [-3.217, 1.447, 2.667], [-1.573, 0.526, 4.392], [-2.168, 0.873, 5.599], [-2.059, -0.025, 6.666], [-1.379, -1.241, 6.489], [-0.840, -1.591, 5.248], [-0.980, -0.706, 4.179], [-2.687, 1.820, 5.689], [-2.486, 0.230, 7.632], [-1.284, -1.925, 7.331], [-0.330, -2.534, 5.067]],
  "forces_ev_per_a": [[2.5, 1.2, 2.4], [-2.0, -0.6, -0.5], [-1.3, -0.9, -0.4], [-0.6, 0.1, 0.2], [0.1, -1.2, -0.4], [0.7, 1.9, 0.1], [0.6, -1.9, -0.4], [-0.2, 0.1, -0.1], [-0.5, 0.7, -0.4], [-1.0, 0.3, 0.2], [0.2, -0.2, -0.2], [0.0, 0.4, -1.1], [0.2, 0.0, 0.3], [0.1, 0.2, -0.1], [0.1, 0.2, -0.2], [0.1, 0.1, 0.1], [-0.8, 0.3, 0.1], [0.2, 0.6, 0.0], [0.1, -0.1, -0.5], [-0.3, -0.3, -0.3], [0.1, -0.3, -0.6], [0.0, 0.4, -0.2], [0.3, -0.2, 0.8], [-0.3, -0.2, -0.4], [0.0, 0.0, -0.3], [0.3, 1.2, 0.7], [-1.2, 0.3, 1.4], [0.6, -0.3, 0.7], [0.3, -1.4, -1.0], [0.1, -1.2, 0.0], [-0.2, 0.6, 0.4], [-0.1, 0.0, -0.1], [0.2, 0.2, -0.1], [0.2, -0.6, -0.5], [-0.3, 0.3, 0.0], [0.3, -0.4, -0.5], [-0.7, 0.7, -0.6], [0.8, -0.6, -0.3], [-0.2, 0.0, 0.3], [0.7, -0.2, 0.0], [-0.9, 0.9, 0.1], [0.6, 0.2, -0.2], [0.2, -0.2, -0.2], [0.0, 0.3, -0.1], [0.0, 0.0, 0.0], [0.0, -0.2, 0.3], [0.2, -0.6, 0.1], [0.4, 0.3, -1.0], [0.0, -0.4, 0.0], [0.2, -0.2, -0.1], [-0.2, 0.0, 0.2], [0.2, 0.0, 0.1], [-0.3, 0.3, 0.0], [0.6, 0.4, 0.2], [-0.4, 0.7, 0.4], [-0.2, -0.2, 0.1], [-0.1, 0.6, 0.2], [0.2, 0.1, -0.1], [0.4, -0.2, -0.4], [0.0, -0.4, -0.2], [-0.6, -0.1, 0.9], [-0.4, -0.2, -0.1], [0.2, -0.3, 0.0], [0.3, 0.1, -0.2], [0.2, 0.5, 0.2], [0.3, -0.1, 0.0], [0.3, 0.3, 0.0], [-0.1, 0.1, -0.2], [-0.2, -0.1, 0.1], [0.0, -0.3, 0.2], [0.1, -0.1, -0.4], [0.1, -0.4, -0.1], [-0.1, -0.4, 0.2], [-0.3, -0.1, 0.3], [-0.2, 0.1, -0.1], [-0.3, 1.0, 0.6], [-0.2, 0.8, -1.3], [0.5, 0.1, -0.1], [0.5, -2.1, 0.3], [0.0, 0.0, -0.2], [0.2, 0.2, -0.2], [-0.6, 0.1, 0.9], [0.5, -0.3, 0.1], [0.3, 0.0, -0.4], [0.0, 0.1, -0.1], [-0.1, 0.2, -0.2], [0.0, -0.2, 1.3], [0.0, -0.1, 0.1], [0.0, -0.1, -0.2], [0.0, 0.1, -0.2], [-0.2, 0.1, 0.2]],
  "s_squared": 2.024,
  "homo_energy_ha": [-0.186, -0.286],
  "spin_multiplicity": 3,
  "de_lowest_ev": 3.772,
  "lumo_energy_ev": [-0.45, -0.53],
  "total_charge": 0
}